Entry 1:
C31H31HoNPSSi | ωB97M-V/def2-TZVPD

Geometry as XYZ:
```
67
Properties=species:S:1:pos:R:3:forces:R:3:lowdin_spin:R:1
Ho 1.024782 1.751296 -0.027256 0.05 0.24 -0.38 4.044
C -2.227942 -4.769264 -0.780259 0.10 1.15 0.61 0.000
C -1.866309 -3.740012 -1.651017 0.34 -0.42 -0.22 0.000
C -1.398501 -2.512628 -1.206286 0.22 0.80 -0.18 0.000
C -1.332176 -2.205867 0.179262 -0.35 0.22 -1.64 -0.001
C -1.798515 -3.200352 1.017491 -0.52 -0.33 1.84 0.000
C -2.224204 -4.457150 0.576899 0.23 -0.64 -0.19 0.000
P -0.880027 -0.462943 0.643772 0.11 -1.10 0.06 -0.004
C -0.162691 -0.730644 2.326925 0.10 0.99 0.29 0.000
C 0.707970 -1.815027 2.442279 -0.35 0.49 -0.22 0.000
C 1.477321 -1.910188 3.585229 0.92 -0.68 0.48 0.000
C 1.378033 -1.022018 4.646329 -1.49 1.01 -1.66 0.000
C 0.496154 0.092622 4.545132 1.49 -2.49 -0.56 0.000
C -0.211133 0.244830 3.369805 -1.00 -0.33 -0.35 0.000
C -2.492716 0.370304 0.754782 0.43 -2.11 0.59 0.000
C -3.692559 -0.295374 0.808781 -0.06 1.30 -0.37 0.000
C -4.903614 0.448750 0.900088 -0.02 -1.98 0.06 0.000
C -4.834845 1.781416 0.898136 -0.59 1.30 0.74 0.000
C -3.596884 2.457877 0.899194 0.05 0.56 -0.54 0.000
C -3.595707 3.867789 0.807210 1.60 -0.35 -0.49 0.000
C -2.371782 4.504921 0.617522 -2.19 0.48 0.53 0.000
C -1.187252 3.772281 0.637972 0.87 1.08 0.19 -0.001
C -1.144043 2.413125 0.771707 1.42 -0.42 -0.34 -0.010
C -2.362376 1.740298 0.829811 -2.11 1.74 0.20 -0.001
H -2.525876 -5.751828 -1.107040 -0.04 -0.04 -0.23 0.000
H -1.863119 -3.915137 -2.714563 -0.10 -0.06 -0.21 0.000
H -1.108470 -1.773860 -1.998014 -0.20 -0.69 1.09 0.000
H -1.900615 -3.019096 2.108290 0.35 0.01 -0.77 0.000
H -2.501177 -5.259950 1.278963 0.06 0.74 -0.14 0.000
H 0.747627 -2.548980 1.628058 0.25 0.25 0.48 0.000
H 2.232087 -2.698065 3.667853 -0.40 0.04 -0.06 0.000
H 1.963007 -1.195589 5.498861 0.68 -0.03 1.10 0.000
H 0.444589 0.703869 5.404557 -0.40 0.99 0.45 0.000
H -0.932677 1.059729 3.328252 0.21 -0.06 -0.37 0.000
H -3.675591 -1.334607 0.641316 -0.29 -1.17 0.17 0.000
H -5.880496 -0.044406 0.998312 0.57 0.05 -0.24 0.000
H -5.767415 2.352168 0.993425 0.46 -0.03 -0.17 0.000
H -4.562779 4.328714 0.752400 -0.11 0.61 0.13 0.000
H -2.375660 5.589875 0.517197 0.20 -0.20 -0.09 0.000
H -0.279349 4.415519 0.581465 -0.26 -0.69 -0.07 0.000
S 2.888019 3.424152 1.043175 -0.04 -0.60 -0.10 -0.008
C 3.762020 1.912988 0.870686 0.36 -1.00 -0.05 0.000
C 5.193361 1.864103 1.045714 -1.12 0.89 -0.05 0.000
C 5.881071 0.722025 0.765914 -0.33 0.18 0.11 0.000
C 5.146467 -0.429096 0.386507 2.31 -0.37 0.23 0.000
C 3.815400 -0.407111 0.369013 -1.94 2.07 0.40 0.000
N 3.085546 0.766376 0.573491 1.37 -0.46 0.17 -0.006
H 5.603112 2.820052 1.381581 0.34 -0.54 -0.18 0.000
H 6.962854 0.691749 0.883153 -0.23 -0.07 -0.13 0.000
H 5.706217 -1.342548 0.189133 -0.33 0.10 0.05 0.000
H 3.225097 -1.281836 0.245363 -0.40 -0.56 -0.34 0.000
C 1.480899 0.336099 -5.180609 -0.41 -0.24 -0.88 0.000
Si 0.927369 0.362516 -3.404787 0.00 0.97 1.00 -0.001
C -0.964120 0.292956 -3.522358 0.02 0.07 0.43 0.000
C 1.655358 -1.141108 -2.543669 -0.54 -0.55 -0.19 0.000
C 1.432719 1.891068 -2.384863 -0.58 -1.02 -0.37 -0.011
H 0.927537 -0.405212 -5.820855 0.52 0.53 0.67 0.000
H 2.550172 0.143202 -5.262899 0.06 0.01 -0.10 0.000
H 1.276065 1.325129 -5.609971 0.12 -0.12 -0.02 0.000
H -1.307198 -0.534897 -4.117534 -0.03 -0.55 -0.47 0.000
H -1.342933 1.181886 -4.015353 0.08 0.34 -0.18 0.000
H -1.539375 0.218714 -2.600022 0.19 0.14 0.33 0.000
H 1.237240 -2.047079 -3.015036 0.23 0.10 0.22 0.000
H 1.375513 -1.168633 -1.485457 0.00 -0.06 0.00 0.000
H 2.740500 -1.198322 -2.610019 0.09 0.12 -0.07 0.000
H 0.949294 2.734032 -2.877734 -0.06 0.37 -0.03 0.000
H 2.516725 2.036425 -2.475411 0.10 0.03 0.02 0.000
```
Forces are in eV/Å.

Results
- Orbital gap (alpha / beta): 8.2 / 8.3 eV
- 2S+1: 5
- LUMO level (alpha / beta): 0.30 / 0.32 eV
- HOMO level (alpha / beta): -0.2917 / -0.2921 Eh
- ΔE to the lowest compared entry with this formula, charge and spin: 0.793 eV
- <S²>: 6.005


Entry 2:
C31H31N4O4Sr | ωB97M-V/def2-TZVPD

Geometry as XYZ:
```
71
Properties=species:S:1:pos:R:3:forces:R:3:mulliken_charge:R:1
Sr -0.076300 0.160400 -0.178700 1.56 0.22 1.01 2.640
C 2.643100 1.342100 0.904200 0.30 0.25 -0.07 -1.447
N 2.330300 -0.026500 1.283700 0.26 -0.07 0.04 1.454
C 3.404200 -0.931600 0.894000 0.19 -0.54 -0.08 -1.356
C 2.923800 -2.219200 0.221500 0.11 0.19 -0.06 -0.594
C 2.213800 -1.981200 -1.122000 0.54 -0.38 -0.08 -1.239
N 0.786400 -1.980900 -0.986000 -0.14 -1.10 -0.30 0.539
C 0.134600 -2.929700 -1.532900 0.70 -0.29 -0.12 -0.886
C -1.286000 -3.102600 -1.560000 -0.72 0.17 0.06 0.943
C -1.812000 -4.284900 -2.104400 0.04 0.06 0.05 -0.708
C -3.165400 -4.509500 -2.189000 -0.05 -0.31 -0.15 -0.773
C -4.047200 -3.519000 -1.747100 0.03 -0.01 0.01 -0.596
C -3.571200 -2.347600 -1.228200 -0.03 0.15 0.09 -0.889
C -2.177000 -2.079000 -1.087200 -0.50 -0.81 -0.29 -0.164
O -1.780500 -0.992100 -0.575800 -2.40 -1.64 -0.52 -0.014
C 2.079900 -0.051600 2.714300 -0.06 -0.16 0.45 -1.391
C 1.533500 -1.364700 3.273400 -0.10 0.10 -0.24 -0.904
C 0.222300 -1.806000 2.597600 0.06 -0.41 0.38 -0.836
N -0.503700 -0.667700 2.140900 -0.40 -0.17 0.79 0.822
C -1.616800 -0.371000 2.674500 0.25 -0.58 0.52 -0.803
C -2.377000 0.791900 2.346800 -0.24 0.55 -0.32 0.857
C -3.689600 0.902300 2.813900 0.02 -0.08 -0.17 -0.764
C -4.485400 1.975000 2.489000 -0.32 -0.05 0.18 -0.744
C -3.942200 3.012900 1.728500 0.06 0.07 0.05 -0.479
C -2.643200 2.963300 1.305200 0.05 0.19 -0.03 -0.565
C -1.801300 1.842100 1.553700 -0.61 0.51 0.69 0.445
O -0.613600 1.819400 1.114700 -0.16 1.98 1.31 -0.970
H 3.530800 1.723400 1.441200 -0.09 -0.01 0.00 0.314
H 1.789400 1.974900 1.124600 -0.09 0.19 0.12 0.285
H 2.816800 1.389600 -0.165500 0.09 0.05 -0.06 0.401
H 4.021800 -1.204700 1.767200 -0.02 0.15 -0.06 0.352
H 4.064500 -0.424200 0.184000 -0.04 0.04 0.07 0.558
H 2.250000 -2.765900 0.881300 0.09 -0.10 0.02 0.208
H 3.802500 -2.848500 0.045200 -0.03 -0.01 0.07 0.445
H 2.535300 -2.757000 -1.841800 -0.04 0.17 0.07 0.630
H 2.494200 -1.003500 -1.514400 0.16 0.01 -0.14 0.210
H 0.700100 -3.723800 -2.057900 -0.06 0.10 0.03 0.015
H -1.125900 -5.047800 -2.461900 0.06 0.06 0.01 0.329
H -3.550100 -5.431600 -2.603100 0.04 -0.05 -0.02 0.363
H -5.116500 -3.683300 -1.816000 -0.02 0.02 -0.02 0.426
H -4.246500 -1.569500 -0.901900 -0.08 0.07 0.07 0.355
H 1.341200 0.723800 2.918700 0.07 0.06 0.02 0.459
H 3.008200 0.197600 3.271600 -0.13 0.03 -0.12 0.451
H 1.338200 -1.192000 4.336800 0.08 -0.04 -0.02 0.428
H 2.275500 -2.163100 3.197000 0.02 -0.04 0.06 0.342
H -0.363900 -2.415900 3.312500 0.10 0.02 -0.18 0.512
H 0.436200 -2.417800 1.719600 0.03 -0.13 0.03 0.070
H -2.044500 -1.023000 3.462100 0.06 0.05 -0.12 0.092
H -4.084800 0.094500 3.419800 -0.05 -0.06 0.03 0.343
H -5.514400 2.016500 2.816000 -0.07 0.01 0.07 0.394
H -4.563800 3.858000 1.458800 0.00 0.07 0.00 0.416
H -2.214200 3.761600 0.712900 0.00 0.05 -0.03 0.450
O 1.832400 2.294600 -3.361800 -0.03 0.26 -0.19 -0.842
C 1.025900 1.799600 -2.573400 0.26 0.51 -0.84 -0.327
O 1.260000 0.930300 -1.706900 1.52 0.34 -1.33 -0.660
C -0.428500 2.283400 -2.665000 0.11 0.13 -0.20 0.871
C -0.728800 3.313500 -3.584800 -0.13 0.26 -0.13 -0.948
C -2.007400 3.775400 -3.675800 0.26 -0.21 0.05 -0.863
C -3.003400 3.171500 -2.880700 0.09 -0.26 0.25 0.981
C -4.358300 3.547700 -2.951200 -0.15 0.05 0.02 -0.824
C -5.294000 2.931700 -2.169900 0.01 0.10 -0.16 -0.711
C -4.906800 1.913900 -1.285700 0.15 -0.30 0.05 -0.808
C -3.598600 1.521100 -1.192600 -0.15 -0.09 -0.03 0.321
C -2.608800 2.132400 -1.990500 -0.67 0.56 -0.45 -0.616
N -1.324900 1.723600 -1.896000 0.32 0.05 -0.19 0.295
H 0.082300 3.701100 -4.181800 0.05 0.03 0.02 0.544
H -2.280900 4.582400 -4.344400 0.02 0.01 -0.08 0.390
H -4.641000 4.320800 -3.651100 -0.05 0.13 -0.07 0.382
H -6.336900 3.210300 -2.237900 -0.04 0.06 -0.01 0.387
H -5.661700 1.434700 -0.678900 0.02 -0.06 0.12 0.451
H -3.271500 0.738400 -0.525800 -0.10 -0.13 0.06 0.551
```
Forces are in eV/Å.

Results
- Orbital gap: 7.2 eV
- Total charge: -1
- LUMO level: 2.69 eV
- HOMO level: -0.1666 Eh


What is the formula in the second record?
C31H31N4O4Sr